21
Properties=species:S:1:pos:R:3:forces:R:3:nbo_charge:R:1 method="wB97M-V/def2-TZVPD" homo_lumo_gap_ev=9.75 energy_ev=-7482.859 smiles=CC(C)C.C#CC multiplicity=1 homo_ev=-8.89 mol_weight_da=98.2 de_lowest_kcal_mol=79.2
H 1.72655 -1.47810 0.56134 0.02 -0.09 0.07 0.21
C -1.79477 -1.01241 -0.05375 -2.48 0.85 2.99 -0.05
H -1.83075 -0.76509 2.15641 0.03 0.31 -0.02 0.23
C 0.75310 1.03598 1.02115 -0.51 -0.36 1.05 -0.61
H -3.35705 -0.39898 1.29240 0.06 -0.22 0.18 0.23
H 0.15457 1.94299 0.97350 0.04 0.23 -0.30 0.20
H 1.73649 1.29877 1.41317 0.02 -0.04 0.20 0.20
H -0.27272 -0.27292 -0.33004 3.22 1.67 -0.34 0.23
C -2.27818 -0.24955 1.30974 0.38 -1.22 -2.92 -0.63
H 0.83986 0.64062 -2.41224 -0.01 0.01 -0.09 0.21
C -1.98939 -1.86445 -0.88351 0.27 0.11 0.25 -0.25
H -2.06107 -2.65728 -1.57268 0.05 -0.19 -0.47 0.23
H -2.14157 0.83166 1.28209 0.53 -0.27 0.05 0.23
H 0.17627 0.39424 1.72838 0.96 0.42 -0.04 0.20
C 0.82707 0.29619 -0.27968 -2.81 -1.36 -0.63 -0.22
C 0.93774 1.20723 -1.48693 0.12 -0.08 0.07 -0.61
H 2.86935 -0.40858 -0.25558 0.11 0.02 0.02 0.20
H 1.76830 -1.40987 -1.20284 0.01 -0.06 -0.04 0.21
H 0.17008 1.97922 -1.46500 -0.07 0.03 -0.05 0.20
C 1.85739 -0.81660 -0.29321 -0.06 0.16 0.04 -0.61
H 1.90875 1.70694 -1.50271 0.10 0.07 -0.03 0.20



21
Properties=species:S:1:pos:R:3:forces:R:3:nbo_charge:R:1 method="wB97M-V/def2-TZVPD" homo_lumo_gap_ev=10.13 energy_ev=-7484.177 smiles=CC(C)CC1CC1 multiplicity=1 homo_ev=-8.90 mol_weight_da=98.2 de_lowest_kcal_mol=48.8
C -0.51895 0.36454 0.46531 0.10 -0.26 -0.37 -0.39
H 1.56767 -1.30483 -0.46251 0.05 0.16 0.01 0.20
H -1.38423 -2.06536 -2.07418 0.40 0.45 0.29 0.20
H 1.42747 2.36338 0.55641 -0.01 -0.12 0.09 0.20
C -1.40367 -1.04928 -1.65873 0.10 0.46 -0.77 -0.40
H 0.83036 2.04596 2.19321 0.06 -0.07 -0.11 0.21
H 0.99072 -0.41886 1.77432 -0.02 0.08 -0.12 0.19
H -3.27354 -1.52001 -0.56700 -0.05 -0.03 -0.03 0.22
H -0.60369 1.13315 -0.31988 0.12 0.06 0.08 0.19
H -0.54949 -1.78741 -0.28462 0.25 -1.64 2.31 0.26
H -1.10422 0.76040 1.31559 0.00 -0.43 -0.31 0.21
H 2.89535 -0.30733 0.13902 -0.14 0.01 -0.03 0.21
C 0.94601 0.27037 0.91823 -0.01 -0.01 -0.06 -0.22
C 1.84857 -0.28348 -0.18362 0.05 -0.05 -0.05 -0.61
H 1.79138 0.34114 -1.08430 -0.01 -0.07 0.11 0.20
C 1.44830 1.64189 1.38337 0.00 0.00 0.01 -0.60
H -0.92649 -0.29980 -2.26417 -0.45 0.39 -0.39 0.21
C -2.49229 -0.78732 -0.71111 -0.36 -0.11 -0.04 -0.41
H -2.83766 0.24139 -0.77553 -0.08 -0.14 0.50 0.22
H 2.48172 1.58735 1.74615 -0.17 -0.03 -0.05 0.21
C -1.13331 -0.92589 -0.10598 0.17 1.34 -1.05 -0.29



24
Properties=species:S:1:pos:R:3:forces:R:3:nbo_charge:R:1 method="wB97M-V/def2-TZVPD" homo_lumo_gap_ev="4.50 / 5.88" energy_ev=-17580.158 charge=+3 multiplicity=2 homo_ev="-21.90 / -21.86" mol_weight_da=155.2 s2=1.7652
C -0.09539 -0.76579 -2.13084 -2.97 -0.39 0.92 -0.61
H -0.92268 -0.46902 -2.77552 0.35 0.27 -0.65 0.30
C -1.21471 1.01001 0.92560 -0.34 2.70 -0.75 0.35
H 1.71627 -0.37813 -1.45031 1.20 0.26 1.09 0.38
C -1.41359 -0.27423 1.61932 -0.24 1.13 -2.47 -0.47
N -1.06672 2.05399 0.39233 -0.03 -3.20 1.41 -0.32
H 0.03083 -1.84362 -2.23309 0.59 0.11 -0.16 0.30
H -0.86169 1.56565 3.50870 -0.01 -0.21 -0.46 0.26
C -0.81395 0.52785 3.83853 -0.67 -0.70 -2.42 -0.54
H 0.50992 -0.55539 2.49463 0.68 -0.29 -0.83 0.34
Al 0.82477 3.95579 -0.87466 -0.14 0.62 0.14 1.01
C -0.53200 -0.55489 2.81476 0.57 1.24 2.55 -0.34
H -0.11458 0.40503 4.66551 0.58 -0.84 1.32 0.40
H -1.76731 0.28974 4.31023 -0.59 0.23 1.47 0.36
H -0.54865 -0.60243 -1.15311 0.37 0.09 0.20 0.22
O 1.11744 1.38561 -2.32439 0.18 -4.13 0.10 0.14
H -2.42656 -0.46728 1.97246 -0.34 0.45 -0.12 0.34
H 2.26688 -1.54665 -3.55174 -0.05 -0.37 1.40 0.32
H 2.83599 0.02048 -3.78991 -0.39 0.47 -0.21 0.29
H -1.15328 -1.00168 0.85046 0.10 -0.57 0.15 0.30
C 1.18489 -0.01706 -2.33085 -0.35 2.66 -1.42 -0.03
H -0.70655 -1.56886 3.17458 0.22 -0.08 0.71 0.32
C 1.91563 -0.51480 -3.55640 1.62 -0.46 -1.73 -0.64
H 1.23504 -0.65434 -4.39629 -0.36 1.01 -0.24 0.31



33
Properties=species:S:1:pos:R:3:forces:R:3:nbo_charge:R:1 method="wB97M-V/def2-TZVPD" homo_lumo_gap_ev=8.76 energy_ev=-82759.272 charge=+1 multiplicity=1 homo_ev=-12.65 mol_weight_da=577.4
H 3.27707 -0.70544 0.15021 0.22 -0.22 0.09 0.26
H -0.15628 -2.12348 -0.69499 -0.06 -0.22 0.05 0.25
N -1.94215 -1.24799 -1.32820 0.33 -0.75 -0.10 -0.59
H 4.64610 2.44766 0.23016 0.03 -0.05 -0.09 0.23
O 1.61271 0.27443 1.94560 -0.65 -0.37 0.48 -0.95
I -0.58911 -1.95519 2.84058 0.07 -0.04 -0.06 0.17
H -2.45469 1.29429 -0.58335 0.10 0.45 -0.10 0.47
H 3.00867 3.12311 0.43443 -0.06 -0.03 -0.05 0.24
I -2.57213 -3.83845 0.06468 0.25 0.12 -0.14 0.32
C -2.85775 -1.74575 -0.26463 -1.08 -0.07 0.19 -0.03
C 3.81627 2.93735 -0.26414 0.04 0.22 0.18 -0.39
Cl 4.36721 4.47004 -0.93051 -0.03 -0.06 0.03 0.01
H 1.84385 -0.40820 2.60154 0.29 0.61 -0.27 0.53
Cl 3.20945 1.84725 -1.53248 0.23 0.13 -0.27 -0.06
H 0.94713 2.30776 -1.02725 0.15 0.49 0.48 0.52
B 1.20591 -0.28221 0.76126 0.62 0.02 -0.23 1.18
B -0.51418 1.34715 -0.21586 0.05 0.20 0.40 1.17
H 0.01186 -0.71800 -1.74678 0.16 -0.12 -0.22 0.24
C -1.34509 -0.47369 1.45078 -0.08 -0.29 -0.39 -0.29
H 2.14037 -2.05022 -0.20720 0.17 -0.23 -0.02 0.25
O 0.52945 2.22432 -0.14727 0.25 -0.55 -0.70 -0.91
C 2.28193 -0.97144 -0.18006 -0.77 0.38 0.33 -1.07
Cl -3.78593 -1.50208 2.24894 -0.30 0.14 0.08 0.06
H -1.97484 -1.95881 -2.06573 -0.12 0.21 -0.20 0.46
H -2.31354 -0.37641 -1.71573 0.10 0.06 -0.04 0.45
C -0.34563 -0.17931 0.30384 -0.29 0.19 0.04 -0.85
O -1.67129 1.83305 -0.75977 -0.60 -0.50 0.02 -0.86
C -0.51268 -1.11759 -0.88719 0.08 0.45 0.25 -0.20
H -3.30134 0.07553 0.69954 0.07 0.28 -0.13 0.24
H 2.17703 -0.58814 -1.18991 0.02 -0.17 -0.30 0.24
H -1.47404 0.43672 2.02061 0.13 -0.03 0.51 0.25
C -2.77786 -0.83840 0.96941 0.58 -0.21 0.20 -0.35
Cl -4.48648 -1.53784 -0.98052 0.09 -0.01 -0.01 0.04



25
Properties=species:S:1:pos:R:3:forces:R:3:nbo_charge:R:1 method="wB97M-V/def2-TZVPD" homo_lumo_gap_ev=9.93 energy_ev=-82299.905 smiles="CC/C=C/Br.B1OCCCO1" multiplicity=1 homo_ev=-9.13 mol_weight_da=220.9
C -1.79124 -1.30957 1.83207 0.82 0.61 0.64 -0.27
H 2.14437 -0.84471 2.76017 -0.31 -0.45 2.12 -0.11
C 1.83763 -1.05453 -0.57056 0.25 0.72 -3.28 -0.06
O 3.34733 0.25295 1.37329 -0.15 0.06 1.42 -0.69
C -2.81259 1.12113 -0.35939 0.50 -1.81 -4.19 -0.60
C -1.43887 -0.26304 1.12756 -0.47 -1.24 -2.07 -0.19
H 2.54082 -1.75680 -1.08418 -0.90 0.21 0.13 0.17
H 2.74885 0.59919 -1.85355 -1.09 -0.37 0.07 0.23
H -3.42577 1.18607 -1.29960 0.32 -0.32 0.74 0.20
H -3.46515 1.16542 0.43907 -0.97 0.46 1.83 0.22
H -2.38597 -2.06637 1.38490 -0.57 -0.79 0.39 0.21
C -1.96739 -0.16506 -0.31736 -0.92 1.16 3.29 -0.42
H -2.50694 -1.03353 -0.50673 -1.75 -1.52 0.07 0.20
B 2.43251 -0.68688 1.69527 0.56 0.93 -0.94 0.92
H 3.99281 1.51911 0.06440 0.63 0.11 -0.79 0.19
H -2.11339 1.88075 -0.51760 0.76 1.84 0.64 0.21
H -1.20630 -0.36044 -0.98563 2.01 0.96 -1.73 0.21
H 0.81813 -1.03980 -0.98827 0.34 -0.96 -0.01 0.18
H -0.69596 0.38809 1.49104 0.53 1.11 0.35 0.21
C 2.32712 0.36941 -0.85820 1.72 0.44 1.80 -0.46
C 3.61348 0.50976 0.02736 -1.43 0.01 -0.26 -0.06
O 1.77282 -1.36327 0.75220 -0.93 -1.04 0.92 -0.68
H 4.27073 -0.29303 -0.27604 0.86 0.36 -0.61 0.17
Br -1.05393 -1.48644 3.56876 -0.32 -0.44 0.03 0.03
H 1.55038 1.07055 -0.48838 0.51 -0.02 -0.57 0.20



26
Properties=species:S:1:pos:R:3:forces:R:3:nbo_charge:R:1 method="wB97M-V/def2-TZVPD" homo_lumo_gap_ev="6.36 / 6.36" energy_ev=-15794.066 multiplicity=1 homo_ev="-7.14 / -7.14" mol_weight_da=171.0 de_lowest_kcal_mol=108.5
C 0.17560 0.91791 0.54159 2.62 -1.03 -1.10 -0.07
H -2.38267 0.22759 -1.46597 0.22 0.18 -0.07 0.20
H -2.10856 -1.28966 1.91919 1.03 -0.16 0.04 0.22
H -2.30108 -1.91289 -0.47413 1.47 0.44 0.53 0.22
H 3.12361 -0.00109 -1.67602 -0.18 2.15 -0.71 0.42
H 3.20811 1.72972 -0.35816 2.08 0.70 0.12 0.48
H -0.41495 -1.54877 -0.15678 -0.68 -1.31 0.04 0.22
C -1.64571 -0.58386 1.20655 -2.47 0.20 0.97 -0.42
H 2.21943 0.41883 2.27659 -1.31 -1.49 2.33 0.48
C -1.46371 -1.21610 -0.15878 -0.04 1.27 -1.23 -0.41
H -1.10176 1.97120 -0.82388 -1.22 1.55 0.67 0.24
O 2.04114 -1.89951 0.55161 0.71 0.45 -1.61 -0.57
H -0.35364 0.55353 2.62279 0.04 -0.44 -1.00 0.25
N 2.97398 -0.91106 -1.38004 -0.79 -0.45 0.74 -0.82
H -0.89685 -0.45052 -2.14828 -0.31 -0.12 0.32 0.20
O 2.60479 0.85928 1.57978 1.06 2.21 -2.99 -0.92
C -0.52459 1.09890 -0.75959 0.55 -0.43 0.39 -0.51
H 3.55208 -1.58045 -1.77392 1.21 -1.87 -0.52 0.39
O 2.34548 1.68500 -0.71262 -1.54 -0.31 1.29 -0.93
B 1.73688 1.05852 0.46326 0.03 -0.37 -0.58 0.81
H -2.46862 0.18171 1.28064 0.63 -0.21 -0.82 0.20
C -1.35504 -0.06916 -1.21894 -1.07 -1.32 -0.47 -0.38
H 0.22373 1.35878 -1.47511 0.68 -0.15 -0.59 0.25
H 0.48411 -0.82223 1.67968 -1.48 1.57 0.06 0.27
C 2.27798 -1.05751 -0.28540 -2.65 0.43 2.88 0.69
C -0.35254 0.06361 1.60119 1.44 -1.46 1.33 -0.51



28
Properties=species:S:1:pos:R:3:forces:R:3:nbo_charge:R:1 method="wB97M-V/def2-TZVPD" homo_lumo_gap_ev="6.19 / 6.17" energy_ev=-133862.485 multiplicity=1 homo_ev="-6.72 / -6.71" mol_weight_da=450.7 de_lowest_kcal_mol=0.0
S -1.29729 -1.44222 0.71561 0.59 -0.21 -0.37 0.41
Cl 3.68267 -0.61271 -0.21580 -0.01 -0.01 0.06 -0.01
H -1.60540 1.60591 0.85111 0.00 0.00 0.01 0.25
C 3.86038 -2.15948 0.64699 -0.07 -0.09 -0.03 -0.39
H -3.15935 -0.19969 -0.10522 -0.01 0.00 0.01 0.23
H 1.74083 2.67111 -0.35851 0.00 -0.01 0.00 0.24
Se 0.84432 -2.85219 -1.39977 -0.15 0.17 0.28 -0.77
C -1.82331 -0.23738 -1.82472 -0.02 0.04 -0.02 -0.57
Pd 0.86349 -0.99593 0.03822 -0.49 0.16 0.14 0.29
H -2.51223 -0.19365 2.34442 -0.01 0.00 -0.02 0.23
H -2.51006 -0.39373 -2.65769 -0.01 -0.01 0.01 0.24
H -0.88737 -0.74234 -2.07975 -0.04 -0.02 -0.01 0.28
Cl 2.79608 -2.24535 2.05717 0.19 -0.01 0.07 -0.01
H 0.12089 3.22651 0.02292 0.00 0.01 -0.02 0.23
H 0.70694 0.79948 -1.77763 0.02 0.02 -0.02 0.25
C -2.44131 -0.86779 -0.58378 -0.04 0.00 -0.02 -0.55
H 0.54010 2.44612 -2.37782 -0.01 0.00 0.02 0.23
H 3.55968 -2.94044 -0.04730 -0.03 0.05 0.03 0.26
C 0.70261 2.34757 -0.25788 0.01 0.03 0.02 -0.54
C 0.23280 1.76349 -1.58270 0.02 0.05 -0.06 -0.55
H 4.88671 -2.23648 0.98322 0.00 -0.02 -0.03 0.23
H -2.97423 -1.77210 -0.87876 0.03 -0.02 0.02 0.25
S 0.73206 1.22626 1.16877 0.07 -0.21 -0.09 0.25
H -1.13396 1.85225 2.54229 0.02 0.00 0.01 0.23
S -1.56428 1.55655 -1.76027 -0.01 0.03 0.02 0.17
H -0.87589 -0.60899 2.84199 -0.01 -0.01 0.01 0.24
C -1.01601 1.20436 1.67285 -0.04 0.00 -0.02 -0.56
C -1.46889 -0.19914 2.02204 -0.01 0.07 0.02 -0.56



25
Properties=species:S:1:pos:R:3:forces:R:3:nbo_charge:R:1 method="wB97M-V/def2-TZVPD" homo_lumo_gap_ev=8.86 energy_ev=-38478.035 multiplicity=1 homo_ev=-8.39 mol_weight_da=208.8 de_lowest_kcal_mol=0.0
H 2.09568 -1.94058 -1.73713 0.97 -0.19 -0.63 0.24
C 2.51626 1.36816 -1.13513 -2.65 -0.46 2.86 -1.04
F -4.11403 -2.07191 3.27986 0.11 -1.24 1.23 -0.37
H -2.65103 1.29561 3.33674 0.73 0.63 0.07 -0.14
H -4.80410 -0.31461 2.63215 1.00 -0.60 -0.57 0.16
C 1.15460 -1.56202 -1.43884 -2.03 -0.19 0.89 -1.12
H -0.71108 1.87290 -2.53538 0.09 0.32 -0.51 0.24
C -0.39192 0.85788 -2.74100 0.37 -0.82 0.70 -1.08
H -1.31492 -1.28567 4.47430 1.47 1.07 -0.63 0.26
H 2.98074 1.44348 -2.03191 1.64 0.17 -2.83 0.22
H -1.25578 0.24094 -2.49631 -0.18 -0.11 0.34 0.24
H 3.22255 1.00093 -0.36513 -0.56 -0.19 -0.46 0.25
H 0.93315 -2.04531 -0.48472 0.72 0.73 0.94 0.26
H 2.24404 2.38892 -0.81975 -0.06 -0.30 -0.14 0.24
H -3.81854 -1.44585 1.37197 -0.72 0.88 1.72 0.16
C -0.61912 -0.72027 3.74974 -1.34 -1.37 0.23 -0.83
H -0.22116 0.57613 -3.77500 0.48 0.61 -0.19 0.24
Si -1.81641 0.28365 2.67727 -2.72 -2.44 -0.52 1.17
H 0.32962 -2.16643 -1.86208 0.35 0.73 -1.17 0.25
Si 0.85313 0.32762 -1.39243 0.08 -0.13 0.51 1.52
C -3.96026 -1.04186 2.45151 2.27 2.15 -2.57 -0.18
Cl 0.24378 -2.02386 2.82133 -0.42 0.28 -0.01 -0.07
C -1.03519 0.52716 1.05453 -0.55 0.45 0.85 -0.56
C -0.30715 0.58796 0.09288 1.07 -0.28 -0.81 -0.32
H 0.20442 -0.16911 4.16639 -0.13 0.31 0.70 0.24



24
Properties=species:S:1:pos:R:3:forces:R:3:nbo_charge:R:1 method="wB97M-V/def2-TZVPD" homo_lumo_gap_ev=9.69 energy_ev=-22979.988 charge=+1 smiles="C=C(Cl)C(N(C)C)=[N+](C)C" multiplicity=1 homo_ev=-13.79 mol_weight_da=161.7 de_lowest_kcal_mol=26.3
H 0.58475 2.49338 1.60702 -0.31 -0.13 0.20 0.24
H 1.41975 0.93540 1.49199 -0.24 0.48 0.47 0.21
H -0.25390 3.07966 -0.90083 2.58 1.77 -2.03 0.23
N -0.03113 1.24790 0.11478 0.08 0.26 -1.37 -0.33
H 2.49104 -1.65241 -0.20021 0.63 -1.17 0.23 0.23
H 1.07823 -2.89859 0.36353 -0.40 -0.43 0.90 0.22
C -1.62451 -0.43683 -0.44430 -1.60 0.60 0.82 -0.07
C -0.76239 2.26530 -0.59069 -3.29 -2.38 0.70 -0.44
Cl -2.80990 0.25821 0.76241 0.91 -0.88 -1.00 0.00
H -1.36041 -1.50810 -2.20860 0.12 -0.13 -0.12 0.23
H -1.45157 1.72631 -1.20678 0.31 0.25 -1.73 0.24
H -3.03655 -1.39172 -1.54654 -3.09 -0.61 -0.44 0.24
H 2.25284 -0.04183 -0.61008 -0.19 -0.11 0.40 0.22
C 0.98948 1.74974 0.92318 2.40 0.82 1.99 -0.42
C -2.06026 -1.15011 -1.47129 3.28 0.99 0.83 -0.30
H -0.52845 -2.77368 -0.13297 -0.33 0.47 0.37 0.23
H -0.18327 -2.45579 1.63954 0.24 0.14 -0.56 0.24
C -0.24676 -0.04554 -0.07044 -0.96 0.90 0.35 0.51
C 0.15900 -2.34689 0.59661 1.29 -0.45 -0.80 -0.42
H -1.52874 2.79478 -0.07684 -0.55 0.08 2.09 0.24
H 1.86136 2.28854 0.48331 -0.76 -0.55 -0.59 0.23
H 2.38653 -0.38452 1.04085 1.87 0.44 2.88 0.21
N 0.61770 -0.97066 0.25140 -1.27 -1.38 -0.02 -0.34
C 2.03717 -0.78254 0.18493 -0.72 1.04 -3.58 -0.40